C15H21N3S | ωB97M-V with the def2-TZVPD basis set

ΔE to the lowest compared entry with this formula, charge and spin in kcal/mol: 307.8
Charge: 0
Frontier orbital gap in eV: 8.5

```
40
Properties=species:S:1:pos:R:3:forces:R:3:nbo_charge:R:1
C 3.032 2.678 5.099 -2.112 -2.527 5.764 -0.59
C 2.659 1.109 4.832 -0.234 -0.339 4.368 -0.38
C 1.193 0.910 4.216 5.273 0.896 2.077 -0.43
C 0.954 -0.530 4.112 2.051 -0.318 5.412 -0.22
N -0.199 -0.784 3.569 -7.911 -0.650 -2.693 -0.48
C -0.566 -0.423 2.425 -1.175 -1.026 -0.105 0.32
N 0.348 0.016 1.424 -8.730 2.402 -2.551 -0.46
N 0.048 -0.408 0.102 1.189 0.603 0.161 -0.23
C -1.111 -0.191 -0.380 5.297 -0.364 -5.259 0.17
C -1.222 -0.271 -1.943 -0.487 -1.655 3.198 0.03
C -2.473 0.330 -2.493 11.671 -9.238 -6.615 -0.26
C -2.425 0.066 -3.834 -0.276 -0.295 -2.896 -0.11
C -1.263 -0.682 -4.733 -13.460 7.111 0.382 -0.04
C -1.538 -0.847 -6.100 -2.427 6.744 -2.264 -0.62
C -0.491 -1.167 -3.965 13.694 -7.525 4.556 0.02
C 0.768 -1.938 -4.771 -7.042 -6.230 4.976 -0.58
C -0.273 -1.134 -2.577 -6.882 5.168 -0.769 -0.22
C -2.132 0.287 0.331 -8.661 1.189 4.462 -0.63
S -2.309 -0.705 1.857 1.757 0.011 0.896 0.23
H 3.975 2.955 5.593 -0.004 -0.957 -0.192 0.22
H 3.042 3.125 4.224 -0.406 2.669 -4.167 0.18
H 2.227 3.198 5.929 1.815 -1.518 -2.759 0.19
H 2.484 0.641 5.969 0.995 0.938 -2.772 0.18
H 3.462 0.471 4.353 -0.808 1.030 0.300 0.20
H 0.691 1.459 4.944 -1.954 0.581 0.793 0.22
H 1.378 1.486 3.372 -0.999 0.593 -2.337 0.21
H 0.967 -1.094 5.191 0.445 1.596 -2.167 0.18
H 1.648 -1.002 3.543 3.327 -1.384 -1.504 0.17
H 1.114 -0.360 1.664 7.698 -3.175 1.685 0.35
H -3.073 0.917 -2.174 -7.491 6.895 4.792 0.18
H -3.308 0.371 -4.434 0.651 0.035 0.116 0.18
H -0.773 -0.222 -6.536 0.723 -0.964 -1.466 0.24
H -1.778 -1.782 -6.377 -0.134 -3.185 -1.552 0.23
H -2.507 -0.070 -6.478 2.383 -2.489 1.391 0.20
H 1.422 -2.292 -3.976 0.337 -0.078 -0.650 0.21
H 0.050 -2.946 -5.249 2.924 2.922 1.002 0.18
H 1.083 -1.295 -5.411 2.495 3.515 -4.422 0.18
H 0.518 -1.327 -1.997 3.013 -1.502 1.521 0.24
H -2.409 1.249 0.730 1.822 1.315 -0.259 0.28
H -3.216 0.201 -0.050 1.630 -0.796 -0.454 0.26
```
Positions in Å, forces in eV/Å.

***

C36H50Cl2N2O2P2W | ωB97M-V with the def2-TZVPD basis set

ΔE to the lowest compared entry with this formula, charge and spin in kcal/mol: 65.4
Charge: 0
Multiplicity: 3
Expectation value of S²: 2.01
Frontier orbital gap (alpha / beta) in eV: 6.4 / 6.5

```
95
Properties=species:S:1:pos:R:3:forces:R:3:mulliken_spin:R:1
W 11.694 10.927 13.606 -0.496 -0.043 0.985 1.51
C 12.040 7.185 15.690 0.921 0.600 0.182 0.01
C 10.823 7.248 14.751 0.755 0.509 0.477 -0.01
C 9.584 6.493 15.249 1.437 -1.636 -0.565 0.00
P 10.457 9.025 14.423 0.041 0.015 -1.253 0.07
C 9.008 8.870 13.246 0.002 2.238 -0.009 -0.02
C 9.070 10.155 12.306 -0.595 -1.482 0.198 0.05
C 7.523 8.789 13.696 1.045 0.164 -1.683 0.00
C 10.118 9.719 16.028 0.772 0.888 0.477 0.07
C 8.955 9.785 16.735 -1.372 0.087 1.690 0.01
C 8.845 10.451 17.973 -0.723 0.379 -1.012 0.00
C 7.484 10.552 18.677 1.741 -1.432 1.086 0.00
C 9.925 11.227 18.394 -2.529 -0.365 1.514 0.00
C 11.056 11.239 17.685 2.159 0.046 -1.685 0.01
C 11.195 10.485 16.521 1.488 -0.121 -1.414 -0.08
N 12.334 10.607 15.606 -1.778 0.577 0.309 0.16
C 13.620 10.296 15.898 0.193 -0.040 2.094 -0.06
C 14.062 10.054 17.228 -0.779 0.986 -0.143 0.01
C 15.392 9.795 17.510 -1.956 -0.113 -0.009 -0.01
C 16.296 9.616 16.484 0.178 -0.120 -0.404 0.01
C 17.633 9.044 16.743 0.993 -0.517 -0.168 0.00
C 15.864 9.771 15.169 1.378 0.114 -0.277 0.00
C 14.572 10.173 14.899 -0.259 -0.716 -1.795 0.02
P 13.880 10.175 13.208 0.860 -0.386 -1.209 0.16
C 14.405 8.517 12.381 -0.948 -0.576 1.853 -0.02
C 13.318 7.949 11.489 -0.678 0.016 0.990 0.05
C 15.823 8.414 11.887 -0.048 0.251 1.928 0.00
C 14.983 11.337 12.242 0.854 0.075 -0.766 -0.06
C 14.369 11.669 10.815 -0.681 0.809 1.802 0.04
C 15.271 12.640 12.997 -1.623 0.555 -0.419 0.01
H 12.518 6.189 15.780 -0.677 0.238 0.002 0.00
H 12.872 7.830 15.286 -0.847 -0.395 0.360 0.00
H 11.794 7.577 16.700 0.172 -0.344 -0.510 0.00
H 11.234 6.966 13.774 -0.596 -0.608 -0.077 0.00
H 9.149 6.965 16.119 0.155 -0.013 0.493 0.00
H 8.823 6.520 14.481 -0.181 -0.414 -0.199 0.00
H 9.906 5.402 15.460 -0.854 1.658 -0.149 0.00
H 9.369 8.036 12.644 -0.443 -0.374 -0.161 0.00
H 8.651 11.031 12.802 0.216 -0.050 0.066 -0.01
H 10.870 9.547 11.665 0.165 -0.353 -0.077 -0.07
H 8.484 9.928 11.419 -0.758 -0.061 0.089 0.01
H 7.195 9.791 13.992 0.022 -0.388 0.520 0.00
H 6.953 8.561 12.779 -0.058 -0.133 0.439 0.00
H 7.400 8.004 14.410 -0.524 -0.142 0.625 0.00
H 8.038 9.364 16.368 -0.192 -0.454 -0.257 0.00
H 7.701 10.461 19.789 -0.662 -0.042 -1.226 0.00
H 7.034 11.499 18.513 -0.488 0.905 -0.224 0.00
H 6.818 9.748 18.329 0.159 0.319 0.345 0.00
H 9.752 11.843 19.280 0.417 -0.067 -0.196 0.00
H 11.867 11.912 17.878 0.314 0.290 0.448 0.00
H 13.271 10.227 17.982 0.976 -0.482 -0.093 0.00
H 15.610 9.607 18.542 0.586 -0.003 0.348 0.00
H 17.527 8.034 17.195 0.241 0.534 -0.246 0.00
H 18.035 8.937 15.724 0.665 -0.238 0.596 0.00
H 18.331 9.635 17.382 -0.588 -0.263 -0.490 0.00
H 16.600 9.590 14.310 -1.123 0.321 1.529 0.00
H 14.355 7.804 13.229 0.122 0.579 0.164 0.00
H 13.133 8.593 10.669 -0.273 0.723 -1.119 0.00
H 13.574 6.963 11.088 -0.108 0.009 0.239 0.00
H 12.375 7.922 12.118 0.878 -0.240 -0.823 -0.02
H 15.907 8.665 10.867 0.482 0.666 -1.166 0.00
H 16.417 9.040 12.598 0.064 -0.695 -1.293 0.00
H 16.111 7.386 12.033 0.448 -0.442 -0.195 0.00
H 16.010 10.869 12.214 -1.145 0.192 -0.529 0.00
H 13.390 12.193 11.055 0.977 -0.437 -0.485 -0.03
H 14.961 12.314 10.168 0.318 0.348 0.477 0.00
H 14.134 10.856 10.171 -0.266 -1.225 -0.189 0.00
H 14.384 13.338 12.955 0.802 -0.738 0.175 0.00
H 15.459 12.397 14.048 0.413 0.464 -0.223 0.00
H 16.078 13.144 12.455 0.154 0.017 0.554 0.00
C 10.272 8.680 9.507 -1.168 -1.595 -1.114 0.00
C 10.321 10.108 9.312 0.425 1.800 0.854 -0.01
C 10.497 10.651 8.060 -0.235 0.632 -0.419 0.01
C 10.528 12.044 7.933 -0.293 -0.765 -1.629 0.00
C 10.338 12.900 8.963 0.623 0.429 1.125 0.00
C 10.283 12.362 10.247 -0.211 0.310 -0.148 -0.11
C 10.212 13.310 11.395 -0.189 -0.291 -0.085 0.11
C 10.281 10.979 10.421 0.911 0.891 -0.465 0.10
N 10.401 10.436 11.759 0.040 0.400 0.032 0.02
H 10.994 8.292 10.188 0.485 -0.408 0.522 -0.01
H 10.451 8.260 8.517 0.103 -0.534 0.180 0.00
H 9.256 8.351 9.790 0.373 -0.015 0.167 0.00
H 10.573 10.018 7.160 0.010 0.335 0.637 0.00
H 10.633 12.455 6.954 0.174 0.171 -0.648 0.00
H 10.419 13.997 8.860 -0.264 -0.766 -0.133 0.00
H 10.121 14.342 11.087 0.174 0.202 -0.448 0.00
H 11.147 13.233 11.979 -0.840 -0.050 0.142 -0.03
H 9.252 13.106 11.883 0.657 0.010 0.797 0.00
Cl 11.635 15.496 15.672 0.097 0.284 0.200 0.00
C 10.383 14.587 14.868 -0.192 1.736 -0.524 0.00
Cl 9.477 15.617 13.669 0.555 -0.285 -0.035 0.01
C 10.921 13.330 14.313 -1.298 -1.934 0.247 0.09
O 10.089 12.343 14.303 0.832 0.755 -0.190 0.00
O 12.099 13.180 13.974 0.517 -0.237 -0.615 0.00
H 9.584 14.378 15.514 -0.601 -0.502 1.227 0.00
```
Positions in Å, forces in eV/Å.

***

C30H55CeN2O2P2 | ωB97M-V with the def2-TZVPD basis set

Charge: +3
Frontier orbital gap (alpha / beta) in eV: 6.8 / 6.8

```
92
Properties=species:S:1:pos:R:3:forces:R:3:mulliken_charge:R:1
C -0.906 -2.445 -1.977 -0.375 0.127 0.260 0.09
C 1.294 -1.898 -1.242 -0.317 -1.688 -0.670 0.01
C -0.416 -3.489 -2.749 -0.060 0.127 0.075 -0.80
C 1.813 -2.980 -1.975 0.174 0.565 0.564 -0.70
C 0.951 -3.777 -2.712 -0.107 -0.035 -0.193 -0.95
H -1.112 -4.070 -3.355 0.289 0.115 0.144 0.60
H 2.888 -3.177 -1.903 -0.439 0.004 -0.239 0.65
H 1.345 -4.617 -3.283 -0.107 0.169 0.144 0.49
N -0.069 -1.731 -1.187 1.343 0.467 -0.599 0.55
P -2.812 -1.087 -0.417 -0.093 -0.185 0.328 0.52
P 2.688 0.582 -0.268 1.607 -0.847 0.294 0.31
C -2.380 -2.050 -1.944 0.237 0.024 -0.316 -1.29
H -2.619 -1.431 -2.824 0.296 -0.170 0.252 0.69
H -3.016 -2.940 -2.050 0.285 0.242 0.097 0.49
C 0.569 2.226 1.417 -0.047 5.628 1.095 0.59
O 0.629 3.360 1.663 -0.073 -4.875 -1.052 -0.23
C 2.138 -1.099 -0.310 -0.760 -0.225 1.167 -1.01
H 2.606 -1.738 0.463 -0.067 0.257 -0.456 0.99
C 3.676 0.981 -1.875 -0.336 0.709 -0.201 2.43
C 3.821 0.609 1.277 -0.201 0.071 -0.485 1.77
C -4.084 0.262 -0.871 0.070 -0.062 0.040 2.37
C -3.549 -2.464 0.658 -0.040 0.364 0.089 1.51
C 3.416 2.477 -2.134 0.067 0.023 -0.027 -1.77
H 3.795 3.106 -1.318 -0.076 -0.154 -0.187 0.33
H 3.926 2.792 -3.056 -0.132 -0.086 0.231 0.57
H 2.343 2.672 -2.243 0.283 0.094 0.060 0.13
C 5.188 0.746 -1.822 0.159 -0.157 0.203 -1.94
H 5.693 1.376 -1.080 -0.110 -0.231 -0.196 0.38
H 5.434 -0.310 -1.662 -0.003 0.285 -0.003 0.47
H 5.609 1.025 -2.801 -0.279 -0.032 0.190 0.51
C 3.095 0.106 -2.985 -0.098 -0.099 -0.095 -1.59
H 3.544 0.375 -3.953 -0.087 -0.001 0.337 0.65
H 3.295 -0.958 -2.808 0.014 0.328 -0.077 0.27
H 2.012 0.247 -3.075 0.199 -0.234 -0.081 0.04
C 4.317 2.059 1.458 -0.054 -0.032 0.009 -1.66
H 3.480 2.761 1.581 0.204 -0.106 -0.001 0.27
H 4.931 2.106 2.369 -0.136 0.029 -0.240 0.52
H 4.937 2.409 0.621 -0.170 -0.151 0.258 0.31
C 2.999 0.201 2.513 0.031 -0.065 -0.112 -1.49
H 2.116 0.847 2.668 0.265 -0.150 0.095 0.19
H 2.689 -0.858 2.487 0.103 0.313 0.014 0.20
H 3.656 0.316 3.390 -0.363 -0.015 -0.163 0.69
C 4.989 -0.370 1.133 0.272 -0.056 0.172 -1.61
H 5.705 -0.075 0.363 -0.239 -0.103 0.341 0.38
H 5.536 -0.389 2.087 -0.130 -0.064 -0.200 0.55
H 4.646 -1.392 0.920 0.144 0.197 0.090 0.27
C -3.975 -1.862 2.012 -0.079 -0.075 -0.006 -1.33
H -4.449 -2.654 2.610 0.133 0.241 -0.088 0.51
H -3.112 -1.483 2.581 -0.162 -0.059 -0.152 0.01
H -4.706 -1.047 1.908 0.245 -0.277 0.052 0.26
C -2.444 -3.510 0.897 -0.040 0.034 -0.031 -1.45
H -2.081 -3.955 -0.036 -0.064 -0.011 0.156 0.28
H -1.585 -3.095 1.445 -0.137 -0.003 -0.106 0.06
H -2.861 -4.319 1.511 0.132 0.158 -0.139 0.62
C -4.744 -3.166 -0.007 -0.204 -0.102 0.209 -1.49
H -4.990 -4.052 0.597 0.061 0.171 -0.181 0.53
H -5.644 -2.542 -0.031 0.342 -0.251 -0.006 0.40
H -4.524 -3.519 -1.021 -0.143 0.038 0.240 0.25
C -3.878 0.652 -2.342 0.082 0.089 -0.024 -2.07
H -4.268 -0.114 -3.027 0.127 0.187 0.161 0.36
H -4.429 1.582 -2.554 0.143 -0.267 0.117 0.68
H -2.818 0.836 -2.568 -0.293 -0.084 0.060 0.05
C -3.781 1.483 0.029 -0.015 -0.110 0.016 -1.60
H -2.752 1.854 -0.107 -0.175 -0.063 -0.045 0.15
H -4.468 2.301 -0.243 0.230 -0.230 0.144 0.55
H -3.933 1.256 1.094 0.012 0.051 -0.241 0.33
C -5.550 -0.143 -0.680 -0.252 0.178 -0.078 -2.03
H -5.837 -0.974 -1.336 0.071 0.242 0.228 0.42
H -5.803 -0.374 0.363 0.060 0.006 -0.379 0.36
H -6.172 0.720 -0.969 0.176 -0.230 0.071 0.54
Ce 0.067 -0.176 0.560 -0.592 -0.975 0.249 0.22
N -0.036 1.216 -1.397 1.116 0.723 -2.630 -0.18
C 0.284 1.609 -2.459 -2.664 0.623 1.630 -0.17
C 0.087 2.418 -3.731 0.731 -0.186 -0.620 2.11
C 1.141 2.081 -4.780 0.484 -0.186 -0.209 -1.61
C -1.281 2.070 -4.315 -0.610 -0.393 0.282 -1.79
C 0.153 3.901 -3.372 0.074 0.373 0.553 -1.56
H 2.145 2.369 -4.446 -0.275 -0.146 -0.198 0.19
H 1.122 1.007 -5.012 0.083 0.292 -0.078 0.40
H 0.925 2.634 -5.702 -0.016 -0.112 0.279 0.58
H -2.096 2.436 -3.676 0.228 -0.125 -0.188 0.35
H -1.388 2.549 -5.297 0.175 -0.081 0.265 0.56
H -1.376 0.982 -4.453 -0.092 0.322 -0.044 0.38
H -0.122 4.503 -4.248 0.072 -0.297 0.158 0.44
H -0.550 4.135 -2.563 0.143 0.060 -0.171 0.35
H 1.165 4.194 -3.065 -0.286 0.021 -0.074 0.41
C -0.577 -0.894 4.017 -0.257 0.234 0.810 -0.74
O -0.101 -1.381 2.745 0.434 -0.379 -0.636 -0.27
H -0.907 0.139 3.862 0.033 -0.212 0.066 0.28
H 0.229 -0.909 4.764 -0.228 0.001 -0.284 0.34
H -1.424 -1.501 4.361 0.250 0.190 -0.120 0.34
H 0.254 -2.282 2.861 -0.195 0.304 0.027 0.25
```
Positions in Å, forces in eV/Å.

***

C6H10 | ωB97M-V with the def2-TZVPD basis set

ΔE to the lowest compared entry with this formula, charge and spin in kcal/mol: 51.2
Charge: 0
Frontier orbital gap in eV: 10.4

```
16
Properties=species:S:1:pos:R:3:forces:R:3:nbo_charge:R:1
C -1.367 0.496 -1.064 -0.165 0.110 -0.137 -0.40
C -1.169 0.354 0.465 -0.053 -0.171 0.085 -0.40
C 0.330 0.163 0.232 -0.118 -0.463 -0.138 -0.07
C 0.151 0.309 -1.306 0.087 0.202 -0.174 -0.37
C 1.115 -1.086 0.495 -0.066 -0.410 0.066 -0.40
C 1.290 0.071 1.404 0.125 0.179 0.108 -0.40
H -1.714 1.482 -1.378 -0.172 -0.126 0.107 0.20
H -2.007 -0.278 -1.500 0.172 0.225 -0.085 0.20
H -1.451 1.265 1.010 0.333 -0.204 -0.078 0.20
H -1.654 -0.489 0.971 -0.108 0.031 -0.218 0.20
H 0.693 1.041 -1.907 -0.193 0.224 0.176 0.21
H 0.329 -0.683 -1.743 0.148 0.444 -0.065 0.19
H 0.586 -2.005 0.717 0.264 -0.061 0.447 0.21
H 1.902 -1.153 -0.260 -0.250 -0.373 0.232 0.20
H 2.251 0.561 1.540 -0.177 -0.025 -0.264 0.22
H 0.714 -0.048 2.323 0.172 0.420 -0.063 0.21
```
Positions in Å, forces in eV/Å.